# 1
58
Properties=species:S:1:pos:R:3:lowdin_spin:R:1 method="wB97M-V/def2-TZVPD" charge=+1 energy_ev=-98186.778 multiplicity=2 s_squared=0.765 de_lowest_kj_mol=83.9
Cu 0.741 1.876 -0.270 0.25
N 3.026 1.364 2.913 0.00
C 1.880 1.382 3.675 0.00
C 1.639 1.364 5.041 0.00
C 0.317 1.380 5.439 0.00
C -0.736 1.430 4.519 0.00
C -0.509 1.457 3.163 0.00
C 0.815 1.420 2.748 0.00
N 1.335 1.406 1.486 0.02
C 2.651 1.387 1.611 0.00
C 3.488 1.403 0.440 0.00
C 4.854 1.435 0.321 0.00
S 5.311 1.472 -1.326 0.00
C 3.646 1.442 -1.759 0.00
N 2.831 1.412 -0.761 0.00
H 3.966 1.355 3.274 0.00
H 2.440 1.329 5.764 0.00
H 0.079 1.357 6.490 0.00
H -1.747 1.443 4.889 0.00
H -1.298 1.515 2.434 0.00
H 5.602 1.437 1.089 0.00
H 3.323 1.443 -2.782 0.00
C -0.663 -1.586 -4.339 0.00
C -0.286 -2.227 -3.020 0.09
C -1.104 -3.461 -2.702 0.03
Sb -0.452 -0.634 -1.391 0.39
C -0.219 -1.749 0.546 0.05
C 1.083 -2.522 0.484 0.00
C -1.410 -2.618 0.889 0.02
C -2.512 0.238 -1.397 0.04
C -2.704 0.980 -0.095 0.00
C -3.580 -0.796 -1.667 0.02
H -0.482 -2.291 -5.150 0.00
H -0.067 -0.695 -4.527 0.00
H -1.716 -1.310 -4.364 0.00
H 0.778 -2.480 -3.019 0.00
H -2.160 -3.236 -2.574 0.00
H -0.736 -3.966 -1.813 0.00
H -1.016 -4.161 -3.534 0.01
H -0.130 -0.945 1.281 0.00
H 1.036 -3.324 -0.249 0.00
H 1.299 -2.970 1.454 0.00
H 1.911 -1.862 0.223 0.00
H -1.569 -3.404 0.157 0.00
H -2.318 -2.026 0.969 0.00
H -1.240 -3.093 1.857 0.01
H -2.475 0.952 -2.217 0.00
H -2.863 0.296 0.738 0.00
H -3.571 1.631 -0.182 0.00
H -1.843 1.621 0.114 0.00
H -3.614 -1.570 -0.903 0.00
H -3.438 -1.261 -2.640 0.00
H -4.547 -0.293 -1.681 0.01
F -0.337 2.101 -2.201 0.05
B -0.657 3.533 -1.970 0.00
F -1.963 3.611 -1.674 0.00
F -0.229 4.243 -3.011 0.00
F 0.137 3.769 -0.791 0.00


# 2
53
Properties=species:S:1:pos:R:3:lowdin_charge:R:1 method="wB97M-V/def2-TZVPD" energy_ev=-41227.878 multiplicity=1 de_lowest_kj_mol=1882.2
C -2.182 -2.488 2.519 0.03
H -2.954 -2.280 3.039 0.00
H -1.958 -3.475 2.348 0.05
H -1.297 -2.089 2.873 0.06
C -2.394 -2.094 0.883 -0.26
O -3.612 -2.630 0.521 -0.01
C -3.980 -2.200 -0.658 -0.25
C -2.905 -2.476 -2.019 0.06
H -2.032 -1.871 -1.942 0.05
H -3.286 -2.410 -2.889 0.01
H -2.681 -3.345 -1.746 -0.02
C -4.183 -0.453 -0.911 -0.04
N -2.892 -0.081 -0.352 -0.08
C -2.218 1.102 -0.928 -0.31
O -2.558 1.255 -2.245 -0.08
C -1.189 1.790 -0.167 -0.20
N -0.078 0.795 0.372 -0.15
C 0.903 1.578 1.140 -0.15
H 1.555 0.971 1.589 0.07
C 1.957 2.362 0.277 -0.05
N 2.533 1.332 -0.822 -0.07
C 3.604 0.753 -0.199 -0.28
C 3.897 -0.593 -0.553 -0.04
C 5.030 -1.277 -0.107 -0.67
C 6.135 -0.473 0.071 -0.18
C 6.047 0.731 0.556 -0.12
C 4.800 1.165 0.236 -0.07
H 4.745 2.572 0.387 0.19
H 6.687 1.234 1.129 0.08
H 7.090 -1.187 0.637 0.19
Cl 5.274 -2.909 -0.662 0.65
H 3.092 -1.330 -1.179 0.17
C 1.579 0.734 -1.499 -0.19
C 0.466 -0.099 -0.651 -0.06
H 0.918 -0.839 -0.040 0.12
H -0.255 -0.198 -1.217 0.01
H 1.098 1.477 -2.298 0.18
H 1.991 -0.007 -1.937 0.03
H 1.495 3.138 -0.431 0.13
H 2.630 2.909 0.879 0.07
H 0.581 2.277 1.906 0.12
C -1.910 2.861 0.939 0.07
H -2.150 2.240 1.649 0.00
H -1.155 3.474 0.966 -0.01
H -2.772 3.266 0.172 0.16
H -0.542 2.364 -1.127 0.19
C -2.518 -0.498 1.125 -0.05
H -3.304 -0.300 1.793 0.10
H -1.653 0.158 1.337 0.09
H -5.081 -0.232 -0.143 0.15
H -4.195 -0.118 -1.868 0.06
H -4.830 -2.506 -1.085 0.08
H -1.343 -2.081 0.328 0.18


Please write out number 1 again, unchanged.
58
Properties=species:S:1:pos:R:3:lowdin_spin:R:1 method="wB97M-V/def2-TZVPD" charge=+1 energy_ev=-98186.778 multiplicity=2 s_squared=0.765 de_lowest_kj_mol=83.9
Cu 0.741 1.876 -0.270 0.25
N 3.026 1.364 2.913 0.00
C 1.880 1.382 3.675 0.00
C 1.639 1.364 5.041 0.00
C 0.317 1.380 5.439 0.00
C -0.736 1.430 4.519 0.00
C -0.509 1.457 3.163 0.00
C 0.815 1.420 2.748 0.00
N 1.335 1.406 1.486 0.02
C 2.651 1.387 1.611 0.00
C 3.488 1.403 0.440 0.00
C 4.854 1.435 0.321 0.00
S 5.311 1.472 -1.326 0.00
C 3.646 1.442 -1.759 0.00
N 2.831 1.412 -0.761 0.00
H 3.966 1.355 3.274 0.00
H 2.440 1.329 5.764 0.00
H 0.079 1.357 6.490 0.00
H -1.747 1.443 4.889 0.00
H -1.298 1.515 2.434 0.00
H 5.602 1.437 1.089 0.00
H 3.323 1.443 -2.782 0.00
C -0.663 -1.586 -4.339 0.00
C -0.286 -2.227 -3.020 0.09
C -1.104 -3.461 -2.702 0.03
Sb -0.452 -0.634 -1.391 0.39
C -0.219 -1.749 0.546 0.05
C 1.083 -2.522 0.484 0.00
C -1.410 -2.618 0.889 0.02
C -2.512 0.238 -1.397 0.04
C -2.704 0.980 -0.095 0.00
C -3.580 -0.796 -1.667 0.02
H -0.482 -2.291 -5.150 0.00
H -0.067 -0.695 -4.527 0.00
H -1.716 -1.310 -4.364 0.00
H 0.778 -2.480 -3.019 0.00
H -2.160 -3.236 -2.574 0.00
H -0.736 -3.966 -1.813 0.00
H -1.016 -4.161 -3.534 0.01
H -0.130 -0.945 1.281 0.00
H 1.036 -3.324 -0.249 0.00
H 1.299 -2.970 1.454 0.00
H 1.911 -1.862 0.223 0.00
H -1.569 -3.404 0.157 0.00
H -2.318 -2.026 0.969 0.00
H -1.240 -3.093 1.857 0.01
H -2.475 0.952 -2.217 0.00
H -2.863 0.296 0.738 0.00
H -3.571 1.631 -0.182 0.00
H -1.843 1.621 0.114 0.00
H -3.614 -1.570 -0.903 0.00
H -3.438 -1.261 -2.640 0.00
H -4.547 -0.293 -1.681 0.01
F -0.337 2.101 -2.201 0.05
B -0.657 3.533 -1.970 0.00
F -1.963 3.611 -1.674 0.00
F -0.229 4.243 -3.011 0.00
F 0.137 3.769 -0.791 0.00